(1)
Below is the molecule C12H25N3O2, with properties calculated with the ωB97M-V functional and the def2-TZVPD basis.

The geometry in XYZ format:
```
42
Properties=species:S:1:pos:R:3:forces:R:3
O 1.0748 -2.1452 1.1121 0.20 -0.47 -0.06
O -1.4476 2.4311 -4.7578 0.05 0.15 -0.05
N -0.5670 0.5720 -2.7988 0.10 -0.06 -0.07
N -0.0482 -0.2345 0.6675 -0.16 0.23 -0.09
N 1.1744 1.1215 2.5447 0.17 0.19 0.15
C -2.0627 2.3575 -3.4938 -0.02 0.05 0.39
C 0.2904 0.0022 -1.7757 -0.16 -0.04 0.05
C 1.9906 -2.5057 4.9317 -0.21 -0.03 -0.11
C 0.7655 -1.0085 1.4089 0.00 0.45 0.21
C 1.2536 -0.3315 2.6924 0.25 -0.22 0.21
C 0.0863 0.6704 -4.0931 -0.26 0.13 -0.22
C -1.0799 1.8789 -2.4244 -0.23 0.06 -0.28
C -0.9247 1.1754 -5.1221 0.31 -0.27 -0.05
C 0.6516 -2.2602 4.2434 0.18 0.16 0.13
C -0.5353 -0.6219 -0.6309 0.15 -0.06 -0.10
C 0.4063 -0.7863 3.9003 -0.20 -0.16 -0.19
C -1.0790 -0.5279 3.6505 0.21 0.03 0.17
H 0.9717 0.7625 -1.3539 0.00 -0.05 -0.04
H -1.7402 0.4419 -5.2104 0.07 0.04 -0.02
H 1.9111 1.4468 1.9263 -0.05 0.05 0.09
H -0.4755 -1.7105 -0.6738 -0.12 0.11 -0.06
H -0.2604 2.6162 -2.3322 -0.05 -0.05 0.05
H 2.0771 -3.5513 5.2171 0.10 -0.08 0.04
H -1.6461 -0.7067 4.5614 -0.08 -0.02 0.06
H -1.5808 -0.3233 -0.7319 0.05 -0.05 -0.02
H -2.4226 3.3633 -3.2692 -0.01 -0.10 0.04
H 0.9098 -0.7677 -2.2376 0.03 0.03 0.01
H 2.2858 -0.6800 2.8553 -0.22 0.02 -0.14
H -1.2382 0.5004 3.3377 -0.14 0.09 -0.05
H -1.5950 1.8080 -1.4649 -0.01 0.04 0.04
H 2.0795 -1.8992 5.8317 0.05 0.05 0.10
H 0.7198 -0.1767 4.7595 0.06 -0.01 -0.06
H 1.3151 1.5682 3.4452 0.00 -0.01 -0.09
H -0.1492 -2.5959 4.9059 -0.06 0.00 -0.02
H -0.1766 0.7141 0.9910 0.03 -0.07 0.04
H -2.9148 1.6626 -3.5335 0.04 0.07 0.03
H 0.9466 1.3633 -4.0637 -0.01 -0.06 -0.01
H 0.4390 -0.3193 -4.3880 0.04 0.02 -0.02
H 0.5996 -2.8526 3.3295 -0.10 -0.03 0.01
H 2.8221 -2.2698 4.2728 0.14 0.00 -0.03
H -0.4500 1.3103 -6.0954 -0.03 -0.07 0.04
H -1.4538 -1.1928 2.8759 -0.10 -0.06 -0.07
```
Forces are in eV/Å.

Properties
Structure (SMILES) = CC[C@H](C)[C@H](N)C(=O)NCCN1CCOCC1
Charge = 0
Electronic energy = -786.9946 hartree
LUMO = 0.80 eV
HOMO level = -8.89 eV
ΔE to the lowest compared entry with this formula, charge and spin = 12.33 kcal/mol
Kohn-Sham gap = 9.69 eV

(2)
Below is a cluster of 3 separate species, C12H25N3O3 in total in a non-equilibrium geometry, with properties calculated with the ωB97M-V functional and the def2-TZVPD basis.

The geometry in XYZ format:
```
43
Properties=species:S:1:pos:R:3:forces:R:3
O 1.0302 -2.0744 -0.2765 0.61 2.45 -3.00
O 0.9754 -1.1226 1.6924 0.31 -0.35 2.63
O -2.0354 2.2267 0.2093 1.85 -2.94 0.56
N -0.0913 1.1297 0.6871 -1.36 -2.83 -1.91
N -2.1366 -1.1748 0.7155 -2.31 -0.07 -1.64
N 6.7837 0.0078 -0.3977 2.05 1.89 2.68
C -5.1154 -1.5954 -0.1191 1.80 -0.33 -0.20
C 5.4988 -0.8138 -0.2768 1.42 -0.41 -1.48
C -4.7727 -0.1552 -0.4896 -1.21 0.76 1.04
C -1.4191 1.1228 0.2122 -1.24 3.39 -0.24
C -5.1120 0.8253 0.6604 1.37 1.76 0.47
C 1.0614 0.4814 0.0144 -0.42 2.24 -2.48
C 3.6743 0.9293 -0.4462 -0.17 1.18 0.99
C 2.3541 1.4231 0.1812 -0.88 -0.49 -0.46
C -3.4544 0.2316 -1.0912 0.35 2.01 -2.35
C 1.0996 -0.8996 0.5556 -0.25 -2.66 -2.27
C 4.3566 -0.0803 0.3960 1.19 -1.54 2.03
C -2.0912 -0.1398 -0.3231 -0.51 -0.09 -1.52
H 6.5743 1.5756 -0.2616 0.37 -5.07 0.13
H 5.1895 -0.9348 -1.4081 0.67 -0.05 1.92
H 4.7072 0.2392 1.3974 0.06 0.66 -0.59
H -3.5404 -0.1185 -2.2587 1.03 0.57 2.81
H -2.1693 -2.1116 0.2991 0.04 0.58 0.19
H 0.0309 1.9704 1.1206 0.98 2.67 1.21
H -6.1355 -1.4733 0.0842 -1.50 -0.67 1.16
H 5.7619 -1.9192 0.1304 -0.66 2.83 -0.74
H -1.4246 -0.4702 -1.1342 0.17 0.05 -0.12
H 2.5668 1.5504 1.2139 -0.04 -0.27 1.31
H -5.9962 0.6768 1.1781 -2.53 -0.96 0.32
H 3.5657 0.4701 -1.3890 -0.48 -0.19 -1.46
H 7.8323 -0.3988 0.8022 -3.45 1.51 -3.17
H 2.0446 2.4523 -0.0845 0.12 -0.67 -0.62
H 4.3869 1.7559 -0.5418 -0.41 0.21 -0.31
H -5.6168 -0.0031 -1.1588 0.49 0.73 -0.99
H 0.8142 0.4669 -1.1246 0.57 -0.14 1.73
H 1.0837 -1.8839 -1.3246 -0.12 -0.29 3.66
H 3.7135 -0.8491 0.7316 -1.39 -1.01 -0.03
H -4.4741 -2.0147 0.6529 -0.53 0.21 0.56
H -4.4758 0.7295 1.5464 0.87 0.09 -0.45
H -3.4647 1.4508 -1.1141 0.13 -3.13 -0.23
H -1.3169 -1.0983 1.2117 2.15 -0.12 1.70
H -5.0706 -2.3470 -0.9107 0.19 0.43 -0.56
H -5.1923 1.9629 0.4381 0.66 -1.97 -0.28
```
Forces are in eV/Å.

Properties
Charge = 0
Electronic energy = -861.9172 hartree
LUMO = -0.42 eV
HOMO level = -9.41 eV
ΔE to the lowest compared entry with this formula, charge and spin = 225.98 kcal/mol
Kohn-Sham gap = 8.99 eV

(3)
Below is the molecule C12H25N3O3 in a non-equilibrium geometry, with properties calculated with the ωB97M-V functional and the def2-TZVPD basis.

The geometry in XYZ format:
```
43
Properties=species:S:1:pos:R:3:forces:R:3
O 0.6301 -0.2455 -1.6106 0.68 0.46 -0.68
O 5.1876 -1.5329 -1.1277 -0.63 0.80 -1.05
O 4.2893 -2.5495 0.6035 -0.47 -0.83 0.42
N -0.4066 -2.0513 1.2826 -0.80 -0.42 -0.70
N 1.8208 -1.0489 0.2010 -1.78 -1.57 -0.40
N -6.7501 0.4021 -0.1776 -1.10 0.23 -0.64
C -5.5813 -0.4266 0.1015 0.66 -0.13 -0.32
C 4.1769 -1.7702 -0.2957 -0.59 1.64 1.18
C -4.1814 0.0189 -0.4218 -1.15 -0.71 0.19
C -3.0973 -0.9875 0.0188 0.62 1.64 0.73
C 0.6789 -0.8637 -0.5789 0.17 -1.54 0.87
C -0.6232 -1.5227 -0.0539 0.90 1.08 -1.40
C 3.0818 -0.6954 -0.3910 0.57 0.11 0.57
C 3.0451 2.7814 1.2496 1.77 0.87 1.06
C 2.5421 1.6981 0.3449 -1.32 0.05 0.13
C -1.6627 -0.3968 -0.2450 -1.65 -0.88 0.32
C 2.2564 2.3609 -0.9857 -0.09 0.24 -1.49
C 3.5595 0.6145 0.2561 2.80 -0.92 1.53
H 3.9938 0.3550 1.2879 -0.99 0.30 -1.00
H 3.8619 3.4198 0.8064 -0.22 -1.16 0.13
H 1.6172 3.2573 -0.8252 0.08 -0.75 -0.34
H -0.9354 -2.3347 -0.8058 0.74 0.85 1.27
H -4.0240 1.0357 -0.1172 0.40 0.54 0.43
H 1.8970 1.7069 -1.8226 -0.23 0.51 1.12
H 5.9244 -1.9346 -0.6926 1.19 -0.77 0.17
H -4.1368 0.0301 -1.5200 -0.25 0.02 0.14
H -3.1471 -1.3321 1.0928 -0.28 0.67 -0.86
H -5.7524 -1.4265 -0.2388 0.05 -1.01 -0.50
H 1.6821 -1.8220 0.8959 0.75 0.96 -0.92
H 3.4114 2.3863 2.2274 -0.28 0.35 -0.64
H -5.4833 -0.5584 1.1752 -0.09 0.40 0.32
H 2.3528 3.5736 1.4321 -1.13 0.18 0.35
H -7.0097 0.4609 -1.2011 0.57 -0.34 1.68
H -1.5507 -0.0049 -1.2826 -0.26 -0.29 0.86
H -1.3118 -2.4516 1.5073 0.32 -0.09 0.84
H 4.4801 1.0076 -0.2280 -0.58 -0.26 -0.25
H -3.2962 -1.8526 -0.5626 0.22 -1.09 -0.66
H 1.5995 1.2552 0.7808 0.83 0.58 -0.39
H -7.5705 -0.0005 0.3346 1.04 0.61 -0.84
H -0.1703 -1.2983 1.9203 -0.38 0.00 0.10
H -1.5502 0.4387 0.4756 0.35 -0.36 -0.36
H 3.1962 2.7497 -1.3975 0.11 0.13 0.26
H 2.9561 -0.4453 -1.4126 -0.56 -0.09 -1.21
```
Forces are in eV/Å.

Properties
Structure (SMILES) = CC(C)C[C@H](NC(=O)[C@@H](N)CCCCN)C(=O)O
Charge = 0
Electronic energy = -862.2341 hartree
LUMO = 0.73 eV
HOMO level = -9.18 eV
ΔE to the lowest compared entry with this formula, charge and spin = 27.12 kcal/mol
Kohn-Sham gap = 9.91 eV

(4)
Below is the molecule C12H25N3O3 in a non-equilibrium geometry, with properties calculated with the ωB97M-V functional and the def2-TZVPD basis.

The geometry in XYZ format:
```
43
Properties=species:S:1:pos:R:3:forces:R:3
O 1.7326 3.0592 0.9337 -0.08 -1.05 0.27
O 0.2683 3.0547 -0.7865 0.35 0.35 0.90
O -0.6695 -0.8026 1.2825 -0.11 0.27 -1.15
N -0.2529 0.4458 -0.5904 -0.31 -0.88 0.82
N -2.4943 -2.2418 -0.0756 0.18 -1.23 0.09
N 6.1724 -1.7268 0.4108 -0.51 -1.18 2.56
C -5.3550 -1.7309 0.1328 1.91 -0.53 -0.60
C -1.0143 -0.4051 0.1616 -0.18 0.54 0.95
C -2.3747 -0.8475 -0.3769 0.06 0.63 -0.60
C 0.8973 2.4627 0.0732 -0.56 1.03 -1.93
C 2.4525 -0.9941 -0.4118 1.19 0.50 0.96
C -3.2164 1.5558 0.0796 0.48 -1.29 0.62
C 2.2250 0.4980 -0.6506 -1.37 0.18 0.99
C -3.5059 0.0097 0.2483 1.60 1.50 1.19
C 4.9397 -0.9744 0.3812 -0.22 -1.17 -0.16
C -4.8940 -0.2840 -0.1341 -2.61 -0.74 -1.36
C 3.9505 -1.4417 -0.7054 -2.05 1.02 0.37
C 0.9133 0.9900 0.0430 0.37 -1.50 0.70
H -5.0674 -0.1092 -1.2292 0.31 0.04 0.63
H 1.7690 -1.6137 -0.9671 -0.27 0.01 -0.66
H -4.9098 -2.3302 -0.6947 -0.56 0.04 0.77
H 0.7826 0.5568 1.0468 0.94 0.36 0.03
H -6.4210 -1.8281 0.0978 -0.60 -0.04 0.22
H -2.1069 -2.3833 0.8665 -0.15 -0.14 -0.55
H 4.3042 -1.0284 -1.6482 -0.22 0.03 -0.30
H 2.1317 0.7553 -1.6981 0.13 -0.04 -0.38
H 6.7234 -1.7208 -0.3820 1.02 0.32 -2.03
H 1.8005 3.9847 0.7099 -0.16 0.70 -0.21
H -0.7007 0.9636 -1.3040 -0.34 0.48 -0.78
H -3.3927 -0.2429 1.2993 -0.15 0.12 0.51
H 3.7633 -2.4984 -0.8784 1.16 -0.44 0.50
H -2.9829 1.6577 -0.9778 0.08 0.68 -0.08
H -2.3874 -0.7655 -1.4637 -0.04 0.33 -0.23
H -5.6584 0.3790 0.3338 0.97 -0.03 0.08
H -4.8889 -2.1427 1.0638 -0.76 0.37 -0.63
H 5.1990 0.0751 0.2892 -0.13 0.22 -0.38
H 2.9606 1.1500 -0.2098 0.92 -0.20 0.06
H 6.0636 -2.7123 0.6980 -0.16 0.94 -0.23
H -1.9194 -2.7639 -0.7500 -0.31 0.13 0.66
H 2.1561 -1.2390 0.6488 0.69 0.27 -0.77
H 4.4876 -1.0482 1.3698 -0.13 -0.16 0.07
H -4.0786 2.1727 0.3576 0.13 -0.28 -0.20
H -2.3623 1.8714 0.7246 -0.49 -0.16 -0.70
```
Forces are in eV/Å.

Properties
Structure (SMILES) = CC[C@H](C)[C@H](N)C(=O)N[C@@H](CCCCN)C(=O)O
Charge = 0
Electronic energy = -862.2373 hartree
LUMO = 0.62 eV
HOMO level = -9.02 eV
ΔE to the lowest compared entry with this formula, charge and spin = 25.14 kcal/mol
Kohn-Sham gap = 9.64 eV